A cluster of 2 separate species, C4H9N2O in total. Source: OMol25; level of theory: ωB97M-V/def2-TZVPD.

XYZ file:
```
16
Properties=species:S:1:pos:R:3:forces:R:3:lowdin_charge:R:1
C -1.7054 -2.5189 -0.6990 -1.11 -2.12 -0.31 0.097
C 0.1224 0.3684 -1.7048 -1.10 1.31 -1.28 -0.062
C 0.6772 0.2201 2.0804 3.00 0.34 0.16 0.003
C 0.4494 -0.1831 -0.3676 1.41 -0.43 1.80 -0.148
N -1.0141 -1.6223 -0.5422 -1.05 -1.12 0.12 0.113
N 0.2317 0.5055 0.7441 -0.93 0.38 -2.11 -0.169
O -0.6568 1.6068 0.5818 1.32 -0.96 -0.99 0.069
H -2.3333 -3.4707 -0.8544 1.20 2.08 0.31 0.139
H -1.0835 1.7695 1.4125 -0.38 -0.07 1.09 0.110
H -0.9460 0.7196 -1.8520 1.26 -0.13 0.98 0.119
H 0.2495 -0.1541 -2.6727 0.62 -0.75 1.22 0.106
H 0.7822 1.2346 -1.7657 -0.14 0.37 -0.19 0.103
H 0.1439 -0.5411 2.5839 -1.38 -0.18 0.69 0.092
H 0.9261 1.1587 2.6079 -1.02 -0.37 -0.05 0.126
H 1.7051 -0.2128 2.0885 -0.53 0.13 -0.76 0.120
H 1.2076 -1.0243 -0.1621 -1.17 1.53 -0.70 0.182
```
Forces are in eV/Å.

The multiplicity is 1. Its net charge is +1. As for the HOMO energy: -14.7167 eV.